{"formula": "C22H25N3O3Pt", "method": "ωB97M-V with the def2-TZVPD basis set", "elements": ["C", "C", "H", "H", "C", "C", "H", "H", "C", "H", "H", "H", "C", "H", "H", "H", "Pt", "O", "C", "O", "C", "O", "N", "C", "C", "H", "H", "H", "H", "C", "C", "H", "H", "H", "C", "C", "C", "C", "N", "C", "C", "C", "C", "C", "C", "N", "H", "H", "H", "H", "H", "H", "H", "H"], "positions_angstrom": [[-1.472, -3.744, -2.367], [-2.070, -4.733, -1.598], [-0.835, -4.033, -3.213], [-1.969, -2.776, -2.485], [-2.839, -4.346, -0.448], [-2.509, -3.170, 0.195], [-1.455, -3.000, 0.452], [-3.253, -2.638, 0.795], [-1.959, -6.186, -1.996], [-1.155, -6.314, -2.730], [-2.885, -6.563, -2.451], [-1.723, -6.823, -1.132], [-3.958, -5.261, 0.022], [-3.588, -6.161, 0.536], [-4.571, -5.623, -0.818], [-4.632, -4.734, 0.713], [1.448, 1.573, 0.806], [0.807, 0.167, -0.510], [-0.413, -0.174, -0.590], [-0.200, 1.005, 1.950], [-1.289, 1.049, 1.295], [-2.412, 1.526, 1.775], [-1.402, 0.651, -0.013], [-3.339, 1.687, 0.625], [-2.807, 0.767, -0.448], [-3.303, 2.750, 0.346], [-4.337, 1.425, 0.993], [-2.834, 1.171, -1.461], [-3.324, -0.204, -0.442], [-0.764, -1.466, -1.082], [0.221, -2.369, -1.345], [-1.843, -1.556, -1.177], [1.249, -2.003, -1.306], [0.103, -3.461, -1.359], [2.281, 3.932, 4.265], [3.243, 4.830, 3.782], [3.658, 4.734, 2.458], [3.097, 3.761, 1.620], [2.134, 2.922, 2.109], [1.736, 2.983, 3.404], [3.441, 3.534, 0.232], [4.293, 4.336, -0.532], [4.454, 4.065, -1.884], [3.827, 2.941, -2.441], [3.033, 2.130, -1.637], [2.808, 2.461, -0.341], [1.934, 3.944, 5.294], [3.662, 5.589, 4.442], [4.409, 5.379, 2.021], [0.998, 2.238, 3.702], [4.774, 5.173, -0.034], [5.054, 4.713, -2.511], [3.935, 2.683, -3.493], [2.541, 1.219, -1.987]], "forces_ev_per_a": [[-1.084, -0.499, -1.967], [-0.180, -0.455, 1.206], [-0.269, 0.073, 0.389], [0.623, -0.556, 0.252], [-0.011, -1.153, -1.583], [0.026, -0.272, 1.915], [-0.710, 0.248, -0.517], [0.167, -0.196, -0.067], [0.305, -0.089, -0.009], [-0.248, 0.038, 0.113], [0.148, 0.161, 0.121], [-0.162, 0.186, -0.171], [-0.516, 0.359, -0.054], [0.177, 0.395, -0.119], [0.312, 0.152, 0.124], [0.308, -0.154, -0.116], [-0.547, 0.144, -0.040], [1.458, 0.932, 0.200], [-0.676, -1.718, -0.714], [-1.506, 0.082, -0.378], [1.508, -0.098, -0.703], [0.010, -0.062, -0.536], [-0.674, 0.449, 1.043], [-0.472, 0.591, 0.749], [0.583, -0.528, -0.143], [0.007, -0.413, 0.110], [0.327, 0.122, -0.148], [-0.175, 0.106, 0.175], [0.205, 0.186, 0.042], [-0.044, 2.876, 0.669], [0.759, -0.429, 0.104], [0.313, -0.417, 0.075], [-0.264, -0.322, -0.039], [0.141, 0.528, -0.019], [-0.030, -0.081, -0.349], [-0.305, -0.325, 0.087], [-0.280, -0.539, -0.620], [-0.665, 0.104, 1.901], [0.313, 0.207, 0.327], [0.628, 0.287, -0.671], [0.025, -0.500, -1.675], [-0.439, -0.253, 0.480], [-0.262, -0.499, -0.123], [-0.027, 0.008, 0.227], [0.033, 0.524, 0.625], [0.697, 0.038, -0.266], [0.164, 0.124, -0.163], [-0.066, -0.203, -0.189], [-0.011, 0.121, 0.348], [0.174, 0.334, -0.037], [0.000, -0.089, -0.365], [0.014, -0.062, 0.099], [0.080, 0.124, 0.295], [0.118, 0.416, 0.104]], "nbo_charge": [-0.12, -0.05, 0.24, 0.23, 0.07, -0.20, 0.25, 0.21, -0.65, 0.24, 0.26, 0.25, -0.66, 0.27, 0.25, 0.25, 0.93, -0.70, 0.51, -0.67, 0.93, -0.43, -0.46, -0.08, -0.24, 0.22, 0.23, 0.25, 0.20, -0.36, -0.44, 0.20, 0.25, 0.22, -0.21, -0.12, -0.19, 0.17, -0.42, 0.07, 0.16, -0.19, -0.12, -0.22, 0.07, -0.41, 0.26, 0.26, 0.24, 0.25, 0.24, 0.25, 0.26, 0.25], "spin_multiplicity": 3, "total_charge": 2, "homo_lumo_gap_ev": [5.54, 6.21], "energy_ev": -37060.6499, "e_above_lowest_kcal_mol": 0.0, "homo_ev": [-11.60, -14.47]}